Entry 1:
The following is a quantum chemistry calculation of a gas-phase ion, C25H31N2 (charge +1) at a distorted geometry, from the OMol25 dataset.

Geometry as XYZ:
```
58
Properties=species:S:1:pos:R:3:mulliken_charge:R:1
C -4.05518 1.36821 0.62072 -0.564
C -3.06865 1.88543 1.46718 -1.084
C -1.77312 1.34631 1.44963 -0.126
C -1.51365 0.22312 0.66049 0.518
C -0.23375 -0.59726 0.88160 -0.988
C 0.99702 0.15150 0.48653 0.709
C 2.29315 -0.66438 0.67041 -2.066
C 2.22005 -1.96084 -0.13870 -0.656
C 1.67019 -1.76384 -1.52189 0.405
C 1.69085 -2.83028 -2.41265 -0.890
C 1.50040 -2.59588 -3.77503 -0.600
C 1.34549 -1.27977 -4.25111 -0.847
C 1.27681 -0.22191 -3.35843 -0.860
C 1.25166 -0.46948 -1.96286 1.270
C 0.90448 0.54652 -0.99212 -1.226
N 0.64981 1.81661 -1.33255 0.459
C -0.33047 2.27734 -2.34457 -0.509
C 0.01248 3.76721 -2.55482 -0.576
C 1.11286 4.13751 -1.54726 -0.670
C 1.31025 2.92869 -0.63432 -0.435
N -0.19621 -1.12531 2.26086 0.387
C -1.30240 -0.96460 3.19377 -0.485
C -1.07933 -1.99320 4.32936 -0.544
C 0.08469 -2.88157 3.87786 -0.663
C 0.43460 -2.40447 2.46333 -0.442
C -2.45505 -0.21678 -0.28268 -0.341
C -3.73227 0.36229 -0.29554 -0.850
H -5.06554 1.77496 0.67558 0.435
H -3.27628 2.69782 2.16312 0.425
H -0.99424 1.75004 2.09955 0.632
H -0.27939 -1.46482 0.20443 0.822
H 1.06645 1.06484 1.09294 0.934
H 3.12302 -0.03999 0.31977 0.457
H 2.49606 -0.85512 1.72851 0.508
H 3.23051 -2.40515 -0.20365 0.632
H 1.58097 -2.69994 0.37744 0.394
H 1.87125 -3.84118 -2.03243 0.461
H 1.50583 -3.42843 -4.47088 0.426
H 1.26853 -1.07769 -5.32617 0.421
H 1.29476 0.80736 -3.71644 0.751
H -1.36463 2.15421 -1.96864 0.131
H -0.26637 1.71470 -3.28628 0.499
H -0.88223 4.38277 -2.41923 0.360
H 0.36481 3.92302 -3.58243 0.255
H 2.04965 4.32876 -2.07944 0.314
H 0.85765 5.02017 -0.96523 0.342
H 2.38020 2.70009 -0.48125 0.301
H 0.83787 3.07393 0.35538 0.301
H -2.29852 -1.15392 2.74878 0.248
H -1.35343 0.05411 3.61120 0.290
H -1.98276 -2.59922 4.45014 0.283
H -0.86398 -1.49647 5.28176 0.280
H 0.96158 -2.76450 4.51692 0.286
H -0.19468 -3.93763 3.86013 0.324
H 1.51865 -2.34701 2.34595 0.034
H 0.08486 -3.15503 1.72005 0.287
H -2.20213 -1.02782 -0.97470 0.425
H -4.48317 0.00595 -1.00213 0.416
```

Summary:
net charge: +1
multiplicity: 1
structure (SMILES): c1ccc([C@@H]([C@H]2CCc3ccccc3C2=[N+]2CCCC2)N2CCCC2)cc1


Entry 2:
The following is a quantum chemistry calculation of 6 unconnected molecules or ions with the total composition C3H17NO7 at a distorted geometry, from the OMol25 dataset.

Geometry as XYZ:
```
28
Properties=species:S:1:pos:R:3:mulliken_charge:R:1
O -1.87786 2.13756 -0.36739 -0.620
C -1.19325 1.59232 0.46476 0.065
N -0.46858 0.46409 0.17473 -0.012
C -0.00944 -0.44690 1.23334 -0.257
C -0.55616 -1.83991 0.93109 -0.962
O 0.23996 -2.65304 0.08586 -0.425
H -1.15326 1.89065 1.51413 0.314
H -0.66133 -0.08767 -0.64372 0.236
H 1.06772 -0.37296 1.42693 0.301
H -0.33238 -0.15188 2.24307 0.412
H -0.85442 -2.44030 1.80162 0.335
H -1.52298 -1.70374 0.44373 0.386
H 1.05567 -2.92131 0.51623 0.276
O -3.75828 1.34250 1.64328 -0.644
H -4.12391 0.80734 0.92509 0.306
H -3.89895 2.16046 1.14048 0.319
O 2.66944 -1.16574 -1.70883 -0.629
H 2.23889 -2.04771 -1.65984 0.311
H 2.49793 -0.63193 -2.47311 0.304
O 1.29103 2.53085 1.71619 -0.606
H 1.77781 3.20965 2.16494 0.270
H 1.71291 2.30782 0.86238 0.396
O 2.23783 1.79577 -0.74807 -0.720
H 1.43859 1.73478 -1.26299 0.318
H 2.44027 0.84603 -0.68935 0.326
O 0.67675 -3.38192 -2.84301 -0.660
H 0.22287 -3.23620 -2.00553 0.359
H 0.26397 -3.07255 -3.63576 0.301
```

Summary:
net charge: 0
multiplicity: 1
structure (SMILES): O=CNCCO.O.O.O.O.O


What are the ΔE to the lowest compared entry with this formula, charge and spin values for these records? In order: 1.2378 2.4969 eV.
What are the HOMO-LUMO gap values for these records? In order: 6.2450 9.9764 eV.